(1)
Density functional theory data (ωB97M-V/def2-TZVPD) for 2 unconnected molecules or ions with the total composition C25H55N7O9P3SSi2 at a distorted geometry.

Computed properties:
HOMO level, eV: -10.70
Total charge: +1
Frontier orbital gap, eV: 6.92

CARTESIAN COORDINATES (ANGSTROEM)
S  -3.035  -2.982  0.113
P  0.959  3.236  -0.864
P  -2.779  -0.330  -4.640
P  -2.290  1.763  -0.095
Si  2.990  -1.704  5.799
Si  1.002  -1.557  3.429
O  -2.565  3.615  -5.314
O  -3.334  2.527  -4.862
O  -1.804  0.769  1.074
O  0.844  1.027  -2.273
O  -4.474  -0.974  1.447
O  -2.148  0.162  -6.080
O  3.487  -0.384  -4.000
O  -2.111  3.258  0.472
O  2.362  -1.309  4.318
N  1.306  -1.052  -1.423
N  -2.404  0.934  -3.371
N  -1.264  1.695  -1.460
N  -3.801  1.491  -0.324
N  -0.913  -0.545  -2.383
N  -3.921  -2.786  2.549
N  -4.593  -1.930  3.402
C  2.263  0.201  -4.296
C  0.607  -0.382  -2.465
C  3.489  -2.041  -1.284
C  1.888  -1.058  7.167
C  3.071  -0.390  -5.471
C  -1.324  -1.451  -1.297
C  -0.498  -0.875  4.318
C  1.552  -3.434  -2.186
C  -3.868  -2.165  1.433
C  -2.834  -1.748  -1.231
C  -4.625  -0.243  -4.751
C  4.690  -0.965  6.013
C  0.221  1.508  -1.140
C  1.278  3.499  0.944
C  -0.038  5.890  -0.817
C  0.739  -3.384  3.128
C  3.127  -3.563  5.972
C  1.013  -0.639  -3.919
C  2.021  -2.095  -1.656
C  -1.567  0.695  -2.399
C  1.136  -0.703  1.768
C  2.668  2.845  1.237
C  -3.071  2.253  -3.507
C  -0.119  4.543  -1.612
C  -4.916  -0.899  2.739
H  -0.114  -3.544  2.462
H  5.378  -1.335  5.250
H  1.381  4.574  1.111
H  1.732  0.018  7.062
H  -0.284  5.665  0.224
H  -1.389  -0.953  3.688
H  -3.952  1.246  -1.298
H  2.183  1.286  -4.254
H  1.227  -1.662  -4.217
H  2.140  -4.030  5.972
H  -1.002  1.098  1.517
H  1.263  0.378  1.894
H  -2.844  0.118  -6.755
H  1.624  -3.832  2.669
H  4.124  -2.230  -2.152
H  -2.356  3.011  -3.162
H  -5.476  -0.089  3.181
H  0.228  -0.874  1.187
H  -2.746  3.324  1.204
H  -4.967  -0.506  -5.759
H  2.872  2.771  2.306
H  1.982  -1.083  1.196
H  -5.078  -0.936  -4.035
H  0.882  -3.363  -3.050
H  3.663  -2.886  -0.589
H  -4.014  2.317  -2.959
H  0.960  -3.898  -1.381
H  2.662  1.862  0.746
H  2.394  -4.101  -2.384
H  3.705  -3.987  5.148
H  3.625  -3.823  6.908
H  0.396  0.941  -0.216
H  4.657  0.124  5.944
H  0.540  -3.907  4.065
H  3.204  -1.468  -5.518
H  5.092  -1.232  6.992
H  3.415  3.430  0.692
H  -1.652  3.292  -5.406
H  0.507  3.059  1.594
H  -1.188  4.298  -1.659
H  0.186  4.757  -2.643
H  0.912  -1.548  7.147
H  -0.985  -1.178  -0.293
H  2.342  -1.245  8.142
H  0.280  -0.221  -4.623
H  -0.849  6.515  -1.201
H  -5.028  0.757  -4.542
H  3.735  -1.130  -0.738
H  -0.688  -1.424  5.241
H  -0.351  0.178  4.575
H  -3.443  -0.881  -0.952
H  3.830  0.257  -5.904
H  -0.863  -2.420  -1.518
H  -3.221  -2.154  -2.170
H  0.947  6.343  -0.940

Atomic partial charges in e from the Mulliken method, atoms 1 to 2: S -0.25; P -0.51

---

(2)
Density functional theory data (ωB97M-V/def2-TZVPD) for 2 unconnected molecules or ions with the total composition C3H4Cl2N3O at a distorted geometry.

Computed properties:
Energy above the lowest of the compared OMol25 structures with the same formula, charge and spin, eV: 1.004
HOMO level (alpha / beta), eV: -4.96 / -4.96
Total charge: -1
Frontier orbital gap (alpha / beta), eV: 8.14 / 8.14

CARTESIAN COORDINATES (ANGSTROEM)
Cl  -1.718  1.978  1.651
Cl  -1.734  1.405  -1.901
O  -2.907  -2.456  0.028
N  -1.586  -1.220  1.275
N  -1.808  -1.004  -1.000
N  -2.130  -1.551  0.092
C  -0.720  -0.280  1.289
C  -0.831  -0.143  -1.169
C  -0.021  0.232  0.075
H  -0.145  -0.194  2.297
H  -0.214  -0.474  -2.157
H  1.014  -0.097  0.003
H  0.021  1.279  0.297

Atomic partial charges in e from the Mulliken method, atoms 1 to 2: Cl -0.63; Cl -0.29

---

(3)
Density functional theory data (ωB97M-V/def2-TZVPD) for a single C6H9N3O molecule at a distorted geometry.

Computed properties:
Energy above the lowest of the compared OMol25 structures with the same formula, charge and spin, eV: 3.526
HOMO level, eV: -9.34
SMILES string: C#C[C@@H]1N[C@@]1(CN)C(N)=O
Frontier orbital gap, eV: 9.99

CARTESIAN COORDINATES (ANGSTROEM)
O  1.518  0.965  1.768
N  1.046  -2.011  -0.277
N  2.463  0.920  -0.164
N  -0.417  0.614  -1.325
C  -1.100  1.104  -0.124
C  0.090  0.202  -0.027
C  -0.059  -1.266  0.305
C  1.330  0.846  0.542
C  -3.568  0.271  0.412
C  -2.445  0.641  0.150
H  -4.553  -0.089  0.649
H  3.199  1.043  0.671
H  1.064  -2.964  0.073
H  -0.031  -1.381  1.397
H  -0.927  2.150  0.149
H  2.382  1.262  -1.114
H  0.943  -2.070  -1.286
H  -1.052  -1.599  -0.041
H  0.118  1.362  -1.760

Atomic partial charges in e from the Mulliken method, atoms 1 to 2: O -0.69; N -0.58

---

(4)
Density functional theory data (ωB97M-V/def2-TZVPD) for 2 unconnected molecules or ions with the total composition C2H5N5O at a distorted geometry.

Computed properties:
Energy above the lowest of the compared OMol25 structures with the same formula, charge and spin, eV: 5.235
HOMO level, eV: -8.59
Frontier orbital gap, eV: 8.95

CARTESIAN COORDINATES (ANGSTROEM)
O  -1.145  -0.432  -0.123
N  -0.236  0.638  -0.841
N  -1.321  -0.829  2.113
N  -0.149  0.534  -2.174
N  2.143  0.590  -0.596
N  0.719  0.074  1.119
C  1.013  0.486  -0.076
C  -0.567  -0.366  1.105
H  -1.351  1.167  -2.537
H  -0.627  -1.426  2.575
H  2.723  0.341  0.286
H  0.916  0.797  -2.640
H  -2.118  -1.574  1.790

Atomic partial charges in e from the Mulliken method, atoms 1 to 2: O -0.34; N 0.23

---

(5)
Density functional theory data (ωB97M-V/def2-TZVPD) for a molecular structure, C23H48IN5O8 at a distorted geometry.

Computed properties:
Energy above the lowest of the compared OMol25 structures with the same formula, charge and spin, eV: 0.000
HOMO level, eV: -8.79
Frontier orbital gap, eV: 7.05

CARTESIAN COORDINATES (ANGSTROEM)
I  0.105  -0.330  -0.727
O  -3.169  0.499  -3.606
O  2.658  -7.650  0.131
O  2.829  -0.179  4.598
O  3.266  -1.085  -2.233
O  -3.569  -0.595  1.429
O  3.866  6.118  2.059
O  1.892  0.415  -1.318
O  3.161  1.774  3.486
N  -6.200  0.624  1.871
N  4.463  -1.258  2.556
N  -5.295  0.204  -1.674
N  3.738  -4.995  -0.291
N  3.566  3.738  0.443
C  -3.738  1.632  -2.982
C  4.856  -2.035  1.527
C  -4.070  -0.360  2.738
C  -5.118  0.757  2.852
C  3.593  -0.261  2.429
C  1.262  -7.748  -0.089
C  -5.169  1.435  -2.465
C  3.450  -5.880  -1.427
C  3.452  -0.782  0.093
C  -6.241  1.439  -3.550
C  3.070  -0.008  1.165
C  -3.560  0.271  -4.947
C  1.774  5.260  -0.213
C  3.681  7.323  1.344
C  -2.586  0.314  0.998
C  3.435  -7.357  -1.013
C  2.715  5.298  2.179
C  3.156  0.553  3.643
C  2.865  -0.525  -1.268
C  2.389  4.461  0.934
C  4.372  -1.811  0.271
C  2.171  -5.402  -2.109
C  -4.536  2.164  2.755
H  -3.699  1.210  -5.490
H  -5.379  2.280  -1.802
H  -1.933  0.637  1.813
H  2.689  7.748  1.521
H  2.934  4.607  2.996
H  4.650  -5.236  0.088
H  -4.326  2.452  1.724
H  -3.236  -0.191  3.430
H  2.355  -4.467  -2.637
H  4.432  8.031  1.695
H  1.296  4.586  -0.924
H  -6.679  -0.261  2.013
H  -5.787  0.533  0.947
H  -6.066  2.234  -4.277
H  4.456  -7.640  -0.743
H  -3.099  1.829  -2.116
H  -5.564  0.658  3.846
H  -4.544  -1.299  3.033
H  1.812  -6.134  -2.835
H  -7.222  1.601  -3.104
H  4.685  -2.416  -0.558
H  1.017  5.958  0.151
H  3.136  -7.999  -1.852
H  3.891  3.116  1.181
H  1.039  -8.192  -1.063
H  1.851  5.901  2.492
H  4.262  -5.767  -2.152
H  5.546  -2.839  1.709
H  -6.289  0.491  -4.084
H  2.356  0.784  1.043
H  4.816  -1.466  3.484
H  -4.927  -0.562  -2.232
H  0.776  -6.774  -0.008
H  0.852  -8.391  0.689
H  4.316  4.417  0.339
H  -3.664  2.509  -3.639
H  3.091  -5.233  0.457
H  -2.764  -0.297  -5.428
H  -3.031  1.183  0.504
H  3.835  7.179  0.272
H  -5.247  2.890  3.146
H  1.648  3.717  1.241
H  -4.473  -0.326  -4.999
H  1.371  -5.210  -1.394
H  2.522  5.825  -0.768
H  -3.613  2.254  3.331
H  -4.665  0.250  -0.877
H  -1.961  -0.195  0.244

Atomic partial charges in e from the Mulliken method, atoms 1 to 2: I 0.43; O -0.26

---

(6)
Density functional theory data (ωB97M-V/def2-TZVPD) for a single C4H11N3OS molecule at a distorted geometry.

Computed properties:
Energy above the lowest of the compared OMol25 structures with the same formula, charge and spin, eV: 3.485
HOMO level (alpha / beta), eV: -6.87 / -8.00
Frontier orbital gap (alpha / beta), eV: 6.35 / 8.53

CARTESIAN COORDINATES (ANGSTROEM)
S  0.063  -2.006  -1.672
O  -1.358  -1.695  -2.001
N  -0.417  0.294  0.959
N  0.088  -0.853  1.265
N  0.986  -0.602  -1.619
C  0.382  1.073  0.096
C  0.014  2.515  0.174
C  0.209  0.524  -1.332
C  -0.655  -2.029  1.587
H  -0.117  -2.566  2.320
H  -0.188  2.808  1.158
H  -0.952  0.298  -1.487
H  0.708  3.262  -0.407
H  -1.664  -1.881  2.041
H  0.541  1.370  -1.920
H  1.026  -0.950  1.015
H  1.464  0.975  0.499
H  -1.027  2.598  -0.355
H  -0.825  -2.511  0.616
H  1.723  -0.623  -0.938

Atomic partial charges in e from the Mulliken method, atoms 1 to 2: S 0.32; O -0.46

---

(7)
Density functional theory data (ωB97M-V/def2-TZVPD) for a molecular structure, C35H35BrN5O2PrS2 at a distorted geometry.

Computed properties:
Energy above the lowest of the compared OMol25 structures with the same formula, charge and spin, eV: 0.000
HOMO level (alpha / beta), eV: -7.90 / -7.89
Frontier orbital gap (alpha / beta), eV: 7.20 / 7.18
Expectation value of S²: 2.002
2S+1: 3

CARTESIAN COORDINATES (ANGSTROEM)
Pr  10.133  10.821  14.606
Br  5.895  17.480  13.639
S  6.631  11.095  17.340
S  10.153  10.076  11.134
O  9.026  10.507  10.334
O  9.872  9.030  12.114
N  10.812  13.199  13.106
N  10.836  11.146  12.140
N  8.077  8.994  14.368
N  8.832  12.297  16.069
N  7.548  11.579  13.556
C  14.384  8.027  7.094
C  7.338  6.697  14.437
C  11.248  9.661  8.567
C  6.130  13.395  14.385
C  12.160  7.697  14.239
C  12.821  10.178  14.893
C  10.937  12.514  11.947
C  13.451  8.196  9.396
C  13.301  8.482  8.039
C  10.984  11.037  18.068
C  6.837  9.316  13.935
C  6.029  7.055  14.055
C  7.127  12.950  13.507
C  10.535  8.053  17.056
C  11.373  9.110  16.338
C  6.341  15.606  13.505
C  7.925  11.812  16.634
C  12.475  11.069  15.933
C  13.814  10.454  13.790
C  7.302  15.168  12.595
C  11.133  13.174  10.724
C  12.507  8.624  10.339
C  11.198  14.548  10.694
C  12.183  9.205  7.624
C  5.750  14.725  14.367
C  11.417  9.408  9.933
C  12.890  12.491  16.066
C  11.068  15.254  11.877
C  11.595  10.413  16.844
C  8.287  7.700  14.536
C  12.095  8.959  15.118
C  5.812  8.398  13.799
C  6.611  10.729  13.622
C  10.880  14.530  13.059
C  7.696  13.837  12.605
H  12.043  13.159  16.249
H  12.026  9.412  6.574
H  5.743  12.666  15.111
H  11.356  15.084  9.749
H  15.194  8.775  7.002
H  10.981  7.800  18.002
H  7.772  15.859  11.927
H  13.430  11.123  12.998
H  7.598  5.677  14.684
H  13.553  12.661  16.902
H  12.925  7.772  13.463
H  14.850  7.100  7.473
H  11.241  7.451  13.690
H  12.684  8.421  11.391
H  10.476  7.114  16.457
H  5.570  10.962  13.467
H  14.029  7.816  6.078
H  11.287  12.599  9.812
H  9.288  7.416  14.846
H  5.026  15.069  15.108
H  14.756  10.901  14.194
H  10.870  12.125  17.952
H  11.577  10.830  18.981
H  12.396  6.751  14.791
H  14.104  9.516  13.297
H  4.832  8.759  13.500
H  9.484  8.334  17.273
H  10.356  10.197  8.243
H  13.392  12.825  15.156
H  11.104  16.334  11.962
H  9.978  10.658  18.229
H  8.402  13.475  11.874
H  10.755  15.045  14.008
H  14.306  7.624  9.729
H  5.263  6.284  13.982

Atomic partial charges in e from the Mulliken method, atoms 1 to 2: Pr 0.76; Br -0.22

---

(8)
Density functional theory data (ωB97M-V/def2-TZVPD) for a molecular structure, C2H3N2O at a distorted geometry.

Computed properties:
Energy above the lowest of the compared OMol25 structures with the same formula, charge and spin, eV: 1.030
HOMO level, eV: -17.54
Total charge: +1
Frontier orbital gap, eV: 12.66

CARTESIAN COORDINATES (ANGSTROEM)
O  -3.759  -0.348  -0.627
N  -1.856  0.003  0.788
N  0.894  -0.115  0.111
C  1.545  -0.807  -0.523
C  -2.906  -0.152  0.097
H  -0.611  0.019  0.427
H  -1.954  0.318  1.778
H  2.302  -1.344  -1.051

Atomic partial charges in e from the Mulliken method, atoms 1 to 2: O -0.13; N -0.41